Record 1
{
  "formula": "C5H14N2O",
  "method": "wB97M-V/def2-TZVPD",
  "species": ["C", "C", "C", "N", "C", "C", "N", "H", "H", "H", "H", "H", "H", "H", "H", "H", "H", "H", "H", "H", "H", "O"],
  "xyz": [[1.235787, -0.586666, -0.975137], [1.734528, 0.565688, -0.031867], [0.901838, 1.823118, -0.008851], [-2.147284, 0.260094, 1.635226], [-0.883700, 0.382318, 1.078069], [-0.382865, 1.583401, 0.794665], [0.138525, -0.190393, -1.840205], [1.097097, -1.479757, -0.341854], [1.988666, -0.814363, -1.763903], [2.779051, 0.619292, -0.434491], [1.945135, 0.101450, 0.945422], [1.434883, 2.734678, 0.291857], [0.609018, 2.316545, -0.954847], [-2.663347, 1.113349, 1.801436], [-2.485069, -0.519006, 2.159086], [-0.272985, -0.505550, 1.110898], [-0.923569, 2.515060, 0.984474], [-0.002668, -0.869589, -2.570711], [-0.738678, -0.095259, -1.348060], [-1.734578, -2.558996, 0.013032], [-0.557210, -3.462823, 0.037539], [-1.072569, -2.932598, -0.581768]],
  "forces_ev_per_angstrom": [[0.2, 0.2, -0.7], [2.1, -1.4, -1.7], [-0.7, 0.8, 0.5], [-0.9, 0.3, -0.2], [-0.1, 0.9, 1.5], [1.2, 0.9, -1.1], [-0.5, 0.1, 0.2], [-0.3, 0.0, -0.5], [0.1, -0.1, 1.1], [-0.7, 1.2, 0.5], [-0.6, 0.6, 0.0], [0.3, -0.5, 1.2], [-0.1, -1.4, -0.4], [0.2, -0.2, -0.1], [0.4, -0.3, 0.1], [-0.1, -0.2, -0.5], [-0.4, -0.5, 0.0], [0.0, -0.2, 0.0], [-0.1, 0.0, 0.1], [-0.2, 0.2, -0.3], [0.2, -0.1, -0.3], [-0.1, -0.1, 0.6]],
  "energy_ha": -383.5957,
  "total_charge": 0,
  "smiles": "N/C=C/CCCN.O"
}

=====

Record 2
{
  "formula": "C5H14N2O",
  "method": "wB97M-V/def2-TZVPD",
  "species": ["C", "N", "C", "O", "C", "C", "C", "N", "H", "H", "H", "H", "H", "H", "H", "H", "H", "H", "H", "H", "H", "H"],
  "xyz": [[0.759587, 1.132237, -0.084527], [1.586972, -0.078174, 0.083553], [2.915487, 0.031928, -0.400947], [3.139439, -0.256272, -1.767246], [-0.694999, 0.788876, -0.344976], [-1.292597, -0.045120, 0.800879], [-2.847354, -0.084422, 0.779987], [-3.334609, -1.407181, 1.188716], [0.802895, 1.658274, 0.870115], [1.151436, 1.814614, -0.849923], [1.016434, -0.869527, -0.176027], [3.564445, -0.628969, 0.152954], [3.258604, 1.008245, -0.149387], [2.403222, 0.040572, -2.303906], [-1.316784, 1.686549, -0.381930], [-0.872371, 0.235857, -1.273380], [-1.032850, 0.381151, 1.767960], [-0.960327, -1.082177, 0.852433], [-3.179943, 0.205733, -0.228775], [-3.246638, 0.671059, 1.453608], [-4.191110, -1.333774, 1.724308], [-3.627879, -1.922729, 0.362983]],
  "forces_ev_per_angstrom": [[0.1, -0.1, 0.2], [-1.0, 0.8, -0.3], [-0.2, -0.9, 0.3], [0.2, -0.3, -0.3], [-0.6, -0.5, 0.8], [-0.8, 0.1, 0.4], [0.6, 0.0, -0.4], [-0.6, -0.1, -0.3], [-0.1, 0.4, 0.0], [0.0, -0.2, -0.1], [0.7, -0.5, -0.2], [0.2, -0.5, 0.0], [0.2, 1.1, 0.0], [-0.2, 0.2, 0.0], [0.3, 0.2, -0.2], [0.3, 0.1, -0.2], [0.4, 0.1, 0.1], [0.2, 0.0, -0.3], [-0.1, -0.2, 0.1], [0.0, 0.1, 0.1], [0.1, 0.1, 0.2], [0.3, -0.1, 0.1]],
  "energy_ha": -383.6263,
  "total_charge": 0,
  "smiles": "NCCCCNCO"
}

=====

Record 3
{
  "formula": "C5H14N2O",
  "method": "wB97M-V/def2-TZVPD",
  "species": ["C", "C", "C", "C", "C", "N", "N", "O", "H", "H", "H", "H", "H", "H", "H", "H", "H", "H", "H", "H", "H", "H"],
  "xyz": [[-0.578441, 0.424934, 0.580840], [-0.624975, 0.057943, -0.922683], [0.542801, -0.861233, -1.247902], [1.622469, 0.310859, 1.760293], [-0.650736, 1.299665, -1.808880], [0.490817, -0.359745, 1.183694], [-1.883894, 0.211944, 1.163425], [0.348117, -2.273055, -0.478162], [0.677405, -3.005293, -1.011432], [0.146809, -1.218107, 1.642822], [-0.347355, 1.498931, 0.680975], [-1.537644, -0.522406, -1.088563], [-1.906954, 0.481303, 2.143277], [-2.130796, -0.768235, 1.108566], [1.514103, -0.381590, -1.089044], [0.510250, -1.213856, -2.278670], [2.263971, 0.717075, 0.970232], [1.314034, 1.145116, 2.415160], [2.212151, -0.392569, 2.339437], [-0.726095, 1.031760, -2.860180], [0.247115, 1.897139, -1.662034], [-1.503152, 1.919418, -1.541171]],
  "forces_ev_per_angstrom": [[0.5, -0.4, 0.0], [0.0, -0.5, 0.1], [-0.5, -2.8, 0.1], [-0.5, 0.3, 0.1], [0.0, -0.3, 0.1], [-0.6, -0.3, 1.1], [-0.3, 0.2, 0.2], [0.3, 2.6, -0.9], [0.1, 0.4, -0.4], [0.6, 1.0, -0.4], [0.1, -0.3, 0.1], [0.0, 0.1, -0.1], [0.1, 0.0, -0.2], [0.0, -0.1, 0.0], [-0.1, -0.5, 0.5], [-0.1, 0.4, -0.2], [0.1, 0.1, 0.1], [0.3, 0.0, 0.0], [0.1, 0.0, 0.1], [0.0, 0.1, -0.1], [0.2, 0.1, 0.0], [-0.1, 0.0, 0.0]],
  "energy_ha": -383.6056,
  "total_charge": 0,
  "smiles": "CN[C@H](N)[C@@H](C)CO"
}

=====

Record 4
{
  "formula": "C5H14N2O",
  "method": "wB97M-V/def2-TZVPD",
  "species": ["C", "C", "N", "C", "C", "H", "H", "H", "H", "H", "H", "H", "H", "H", "C", "N", "O", "H", "H", "H", "H", "H"],
  "xyz": [[-1.875743, 0.054633, 1.348452], [-2.276663, 1.323109, -0.712161], [-1.540094, 0.269306, -0.044507], [-1.041770, -0.764903, -0.788230], [-0.422784, -1.879028, -0.289120], [-0.933982, -0.533935, -1.840029], [-1.033179, -0.392190, 1.874806], [-2.090726, 1.014278, 1.815593], [-2.129779, 2.265410, -0.182309], [-3.353382, 1.112534, -0.751477], [-1.908743, 1.436965, -1.731693], [-2.749823, -0.596631, 1.469787], [-0.051214, -2.596732, -1.001593], [-0.696769, -2.267262, 0.680439], [3.249077, 0.777534, -0.364437], [2.867540, -0.125069, 0.700859], [1.407554, -0.964326, 0.197188], [1.017692, -0.328442, 0.823391], [3.498332, -0.925676, 0.701507], [3.338255, 0.298034, -1.348212], [4.213692, 1.241312, -0.120130], [2.512507, 1.581079, -0.438122]],
  "forces_ev_per_angstrom": [[0.1, 0.1, -0.3], [-0.1, -0.2, 0.1], [-0.4, 0.4, 0.2], [1.2, -1.1, 0.5], [-2.9, 0.0, -1.1], [0.0, 0.0, -0.1], [0.0, -0.1, 0.0], [0.0, 0.0, 0.0], [0.0, 0.0, 0.0], [0.0, 0.0, 0.0], [0.0, 0.0, 0.0], [0.0, -0.1, 0.0], [0.2, 0.0, 0.0], [0.4, 0.1, 0.2], [-0.3, -0.1, -0.4], [-1.3, -1.4, -0.4], [4.0, 2.8, 1.4], [-0.6, -0.6, -0.4], [-0.2, 0.1, 0.0], [0.0, 0.0, 0.1], [-0.1, -0.2, 0.1], [0.1, -0.1, 0.0]],
  "energy_ha": -383.4880,
  "total_charge": 0
}

=====

M for the records above, in order: 118.2, 118.2, 118.2, 118.2 g/mol
HOMO for the records above, in order: -7.74, -8.96, -7.88, -7.03 eV
ΔE to the lowest compared entry with this formula, charge and spin for the records above, in order: 65.9, 46.7, 59.7, 133.5 kcal/mol